1.
{
  "formula": "C4H10S",
  "method": "wB97M-V/def2-TZVPD",
  "homo_energy_ev": [-15.513, -15.521],
  "total_charge": 1,
  "relative_energy_kcal_mol": 7.3,
  "multiplicity": 2,
  "gap_ha": [0.449, 0.264],
  "symbols": ["C", "H", "H", "H", "H", "H", "S", "C", "H", "H", "C", "H", "H", "H", "C"],
  "coordinates": [[1.0781, -2.3053, -0.4889], [-2.1010, 2.9900, -0.5385], [1.1305, -3.2048, 0.0683], [-1.8433, 1.3272, 1.0359], [2.0690, -2.2096, -0.8764], [-0.9840, 2.2114, -1.6412], [0.6403, -0.9739, 0.6434], [-1.1112, 2.5377, -0.6103], [-0.4709, 3.5204, -0.5938], [0.1343, 0.5932, -1.1750], [-0.3417, 0.2628, -0.3382], [-0.1716, 1.4456, 1.2748], [0.4614, -2.2638, -1.3729], [-1.0982, -0.3342, -0.8656], [-0.8538, 1.4228, 0.5025]],
  "atomic_forces_ev_per_a": [[-0.32, 1.32, -0.22], [-0.15, -0.54, 0.15], [-0.58, -1.00, 0.52], [0.97, -0.76, -0.78], [1.09, 0.69, -0.03], [-0.09, -0.48, 0.13], [-0.25, 0.41, -0.99], [1.33, 2.80, 0.98], [-0.61, -2.06, 0.45], [2.56, 0.97, -2.01], [-2.06, -2.57, 2.07], [1.78, 1.74, 1.59], [-0.60, -0.40, 0.03], [-0.40, -0.28, 0.55], [-2.66, 0.17, -2.44]],
  "mulliken_spin": [-0.0364, 0.0011, 0.0203, 0.0012, 0.0530, 0.0016, 0.9208, -0.0018, -0.0003, 0.0352, -0.0548, -0.0063, 0.0064, 0.0455, 0.0145]
}

2.
{
  "formula": "C4H10S2",
  "method": "wB97M-V/def2-TZVPD",
  "smiles": "CCSSCC",
  "homo_energy_ev": -7.906,
  "relative_energy_kcal_mol": 19.2,
  "multiplicity": 1,
  "gap_ha": 0.318,
  "symbols": ["H", "H", "C", "C", "S", "H", "H", "H", "C", "H", "H", "C", "H", "S", "H", "H"],
  "coordinates": [[0.6498, 2.5163, 1.8052], [-3.6429, -0.5105, -0.9612], [1.2715, 1.4504, 0.0220], [-1.6213, 0.1491, -0.4083], [-0.4322, -1.2087, -0.1137], [0.2773, 1.7508, -0.2952], [1.4425, 0.9835, 2.1147], [1.9525, 1.9979, -0.6252], [1.4585, 1.8792, 1.4855], [-1.5155, 0.5378, -1.4258], [-2.9920, -1.4058, 0.3002], [-3.0174, -0.3753, -0.0863], [2.4227, 2.3508, 1.6148], [1.4726, -0.3023, -0.3216], [-3.6302, 0.1878, 0.6124], [-1.3659, 0.8545, 0.3866]],
  "atomic_forces_ev_per_a": [[-0.11, 0.44, 0.16], [0.06, 0.27, -0.46], [-0.55, 0.52, 0.58], [0.18, -0.17, 0.79], [0.18, 0.30, 0.16], [0.03, -0.04, -0.24], [-0.01, 0.20, 0.04], [0.17, -0.27, -0.16], [0.12, -1.06, -0.18], [-0.04, 0.14, 0.36], [0.22, 0.29, 0.22], [-0.68, -1.35, -0.36], [0.11, 0.27, 0.20], [-0.06, -0.33, -0.64], [0.43, 0.38, 0.14], [-0.06, 0.40, -0.60]],
  "nbo_charge": [0.2078, 0.2178, -0.5523, -0.5307, 0.0708, 0.2212, 0.2216, 0.2318, -0.6280, 0.2233, 0.2195, -0.6305, 0.2127, 0.0806, 0.2216, 0.2129]
}

3.
{
  "formula": "C4H10S2",
  "method": "wB97M-V/def2-TZVPD",
  "smiles": "CCSSCC",
  "homo_energy_ev": -8.450,
  "relative_energy_kcal_mol": 9.1,
  "multiplicity": 1,
  "gap_ha": 0.340,
  "symbols": ["H", "S", "C", "H", "H", "H", "S", "H", "H", "C", "H", "H", "H", "C", "H", "C"],
  "coordinates": [[2.4122, -0.6718, 1.1780], [0.7180, -0.1536, -1.1788], [-1.9187, -0.1394, 0.4143], [3.5767, -0.7284, -0.0819], [-3.8395, 0.2018, -0.5095], [1.6763, 1.6952, 0.0271], [-0.9210, 0.9833, -0.6892], [-3.7194, -1.2888, 0.4368], [3.7278, 0.5453, 1.0345], [-3.1865, -0.6367, -0.2549], [-2.0355, 0.3731, 1.3670], [-1.2469, -0.9687, 0.6434], [2.6171, 1.1292, -1.2855], [2.0831, 0.7770, -0.3937], [-2.9156, -1.0907, -1.2067], [2.9719, -0.0267, 0.4992]],
  "atomic_forces_ev_per_a": [[-0.06, 0.34, 0.25], [-0.25, 0.14, 0.22], [1.03, 0.02, -0.07], [-0.15, -0.03, -0.22], [-0.05, -0.03, 0.12], [-0.19, -0.27, 0.36], [-0.42, -0.50, 0.20], [-0.05, -0.24, -0.30], [-0.30, 0.35, 0.19], [0.16, 0.85, 0.10], [-0.45, 0.19, -0.07], [-0.02, -0.02, -0.16], [0.31, -0.04, 0.35], [0.02, 0.78, -1.25], [-0.17, -0.43, 0.16], [0.59, -1.12, 0.12]],
  "nbo_charge": [0.2149, 0.0730, -0.5089, 0.2096, 0.2091, 0.2324, 0.0518, 0.2144, 0.2199, -0.6228, 0.2134, 0.2230, 0.2127, -0.5310, 0.2178, -0.6293]
}

4.
{
  "formula": "C4H10S3",
  "method": "wB97M-V/def2-TZVPD",
  "homo_energy_ev": [-7.373, -7.374],
  "relative_energy_kcal_mol": 98.5,
  "multiplicity": 1,
  "gap_ha": [0.279, 0.279],
  "symbols": ["H", "H", "H", "C", "H", "S", "C", "H", "S", "C", "H", "H", "S", "C", "H", "H", "H"],
  "coordinates": [[1.9617, 0.0308, -1.1120], [0.6920, 2.3030, -1.6112], [1.3319, 3.1758, -0.0716], [0.1984, -0.6660, 0.7950], [-2.2109, -0.9308, -1.6358], [0.9205, -2.2938, 0.5231], [1.4557, 2.3737, -0.8278], [-1.8372, 0.2899, 0.9345], [1.6359, 0.8420, -0.1080], [-1.3437, -0.5639, 0.3325], [-0.6873, 0.7211, 2.4576], [-1.7166, -1.5183, 0.7660], [0.3171, -0.1324, 2.5376], [-1.2333, -0.5650, -1.2010], [-1.1870, 0.5200, -1.4832], [-0.3723, -1.2309, -1.4702], [2.0750, -2.3552, 1.1746]],
  "atomic_forces_ev_per_a": [[-0.19, -0.09, -0.51], [0.37, 0.69, -0.06], [0.18, -0.60, -0.56], [-0.03, 2.15, 0.95], [1.20, 0.15, 0.18], [-1.02, -0.21, -0.86], [-1.22, -1.18, 0.50], [0.73, -1.18, -1.65], [-0.03, -0.21, 1.18], [2.37, -0.89, 1.31], [-0.27, 0.41, 0.08], [-0.39, 0.58, -0.49], [0.45, -0.75, -0.17], [-2.10, 0.58, 0.22], [0.64, -1.16, -0.28], [-0.92, 0.95, -0.27], [0.23, 0.75, 0.44]],
  "nbo_charge": [0.0992, 0.1911, 0.2165, -0.4099, 0.2188, -0.0101, -0.8339, 0.2235, 0.4583, -0.4498, 0.1119, 0.2188, 0.0008, -0.6333, 0.2221, 0.2261, 0.1500]
}

5.
{
  "formula": "C4H10SSi2",
  "method": "wB97M-V/def2-TZVPD",
  "homo_energy_ev": [-5.197, -9.614],
  "relative_energy_kcal_mol": 0.0,
  "multiplicity": 3,
  "gap_ha": [0.215, 0.241],
  "symbols": ["H", "C", "H", "C", "Si", "H", "H", "H", "S", "Si", "H", "H", "C", "H", "C", "H", "H"],
  "coordinates": [[1.4756, 3.9057, -3.0566], [1.3703, 1.4186, -1.6282], [2.4126, 1.0541, -1.4950], [-0.0593, -1.2482, 2.3782], [1.2159, 2.3436, -3.1876], [-0.1748, 2.4908, -3.4754], [-2.1759, -3.2119, 1.9082], [2.0022, 1.5461, -4.2228], [1.3425, 0.4006, 0.7882], [-1.2436, -2.7478, 2.8219], [0.3655, -0.5373, 3.0997], [-0.3408, -3.8804, 3.3979], [0.2340, -0.9622, 1.1105], [-2.2238, -2.3618, 3.8954], [0.6155, 1.0704, -0.6386], [-0.3576, 1.3736, -0.5659], [-0.2193, -1.6932, 0.3109]],
  "atomic_forces_ev_per_a": [[0.44, -1.31, -0.25], [7.39, 1.99, -6.94], [-0.41, 0.30, -0.37], [-0.99, -0.53, 0.32], [0.50, 0.90, 0.37], [-1.15, -0.30, -0.60], [-0.76, -0.60, -2.02], [-0.31, 0.81, 0.39], [-1.28, -0.58, -1.66], [2.20, 0.90, 2.82], [-0.34, -0.59, 0.25], [-0.78, 0.82, -0.59], [-0.75, -1.49, -0.76], [0.58, 0.12, -0.02], [-2.95, -2.81, 7.76], [-2.65, 0.25, 0.42], [1.26, 2.11, 0.88]],
  "mulliken_spin": [0.0709, 0.6667, 0.0169, 0.1428, 0.0737, 0.0033, -0.0004, 0.0109, 0.4344, 0.0020, 0.0032, 0.0038, 0.0164, 0.0034, 0.5189, 0.0417, -0.0088]
}

6.
{
  "formula": "C4H10Si",
  "method": "wB97M-V/def2-TZVPD",
  "smiles": "C=C[C@@H](C)[SiH3]",
  "homo_energy_ev": -9.073,
  "relative_energy_kcal_mol": 11.7,
  "multiplicity": 1,
  "gap_ha": 0.375,
  "symbols": ["C", "H", "C", "H", "H", "Si", "C", "H", "C", "H", "H", "H", "H", "H", "H"],
  "coordinates": [[1.9921, 1.0525, -0.0926], [-0.4768, -1.8468, 1.1903], [1.1412, 0.1748, 0.3919], [0.4258, -2.4564, -0.2113], [1.1332, -0.0423, 1.4869], [-1.5706, 0.9386, -0.0200], [-0.0263, -0.2475, -0.4116], [1.8196, 1.4837, -1.1369], [-0.4433, -1.7491, 0.0686], [-1.1898, 1.5068, 1.2120], [-1.6040, 2.1868, -0.7737], [2.7823, 1.3269, 0.5159], [-1.3050, -2.2350, -0.4921], [0.1563, -0.2643, -1.5102], [-2.8347, 0.1712, -0.2172]],
  "atomic_forces_ev_per_a": [[-0.90, 0.20, -2.15], [-0.54, 0.29, -1.15], [-0.91, 0.63, 0.40], [-1.02, 1.12, 0.38], [0.24, -0.30, -1.03], [1.17, -1.22, -1.36], [-2.47, -1.87, 0.46], [0.70, -0.73, 1.55], [1.52, -0.75, -1.12], [-0.21, 0.14, 1.80], [-0.05, 0.14, -0.74], [1.58, 1.06, 0.75], [0.66, 1.02, 1.05], [0.10, 0.03, 0.82], [0.13, 0.24, 0.35]],
  "nbo_charge": [-0.4040, 0.2116, -0.1915, 0.2109, 0.2078, 0.8616, -0.6187, 0.1949, -0.6306, -0.1730, -0.1686, 0.1973, 0.2200, 0.2364, -0.1541]
}